Formula: C17H21GaI2InNO4S
Source: the Open Molecules 2025 dataset
Level of theory: ωB97M-V/def2-TZVPD

Computed properties:
Charge   +4
Highest occupied orbital energy (alpha / beta)   -20.67 / -20.68 eV
Multiplicity   1
Energy   -4122.70889 a.u.

Geometry as XYZ:
```
48
C17H21GaI2InNO4S | the Open Molecules 2025 dataset | ωB97M-V/def2-TZVPD
I -3.448 -1.299 -1.783
I 3.703 -2.020 -0.770
Ga 1.682 -0.435 -0.693
In -1.069 -0.348 -1.211
S 0.520 -1.334 -2.615
C -1.326 1.663 -2.335
C -1.906 1.107 0.470
C 0.714 -0.580 -4.328
C 1.836 -1.478 -4.847
C 1.124 0.890 -4.368
C -0.605 -0.835 -5.053
C 2.034 0.379 1.041
C 2.538 1.252 -1.498
O -2.464 1.659 1.309
O -1.592 2.521 -2.995
O 2.632 0.725 2.032
O 3.228 2.043 -1.956
H 2.086 -1.167 -5.864
H 1.516 -2.524 -4.859
H 2.728 -1.394 -4.217
H 0.653 1.348 -5.254
H 2.212 0.980 -4.484
H 0.800 1.464 -3.492
H -0.478 -0.534 -6.103
H -1.435 -0.263 -4.623
H -0.866 -1.898 -5.019
C -0.901 -2.125 4.910
N -1.730 -1.292 4.051
C -2.321 -0.084 4.606
C -1.395 -1.281 2.513
C -0.302 -0.290 2.169
C 0.200 0.370 3.282
C 0.629 1.680 3.300
C 0.649 2.493 2.165
C 0.329 1.914 0.907
C 0.193 0.436 0.908
H -1.231 -2.028 5.956
H 0.171 -1.863 4.897
H -0.944 -3.186 4.623
H -1.658 0.797 4.560
H -3.241 0.214 4.077
H -2.554 -0.216 5.672
H -1.221 -2.325 2.217
H -2.341 -0.993 2.025
H 0.181 -0.113 4.206
H 1.048 1.996 4.248
H 1.097 3.457 2.224
H 0.525 2.516 0.001
```

Results of the Löwdin charge analysis, in e, for atoms 1 through 5:
1 I 0.578
2 I 1.102
3 Ga -0.157
4 In -0.027
5 S 0.720